Entry from OMol25: a structure of composition C7H15INS at a distorted geometry (the ωB97M-V functional and the def2-TZVPD basis).

Calculated values
Lowest unoccupied orbital energy (alpha / beta) in eV: -3.06 / -6.74
HOMO level (alpha / beta) in eV: -10.93 / -12.79
Gap between HOMO and LUMO (alpha / beta) in eV: 7.87 / 6.06
Electronic energy in eV: -27916.0555

Geometry as ORCA input:
```
! RIJCOSX wB97M-V def2-TZVPD def2/J DEFGRID3
* xyz 1 3
C -2.58271 2.12340 0.76033
C -2.90241 0.89301 0.56219
C 1.40993 1.82005 -0.69960
C 1.75369 -1.79584 0.65339
C 1.81681 0.62503 0.18213
C 1.17456 -0.68494 -0.29999
C -0.39968 -0.56618 -0.20118
N -1.07281 -1.84290 -0.77044
S -1.02838 -0.38772 1.41397
I -4.47347 -0.35590 0.16392
H -3.33904 2.87329 0.90238
H -1.57048 2.48195 0.86641
H 1.19665 1.56428 -1.70732
H 0.49164 2.16412 -0.19642
H 2.15932 2.50892 -0.63296
H 1.37986 -2.81930 0.50334
H 1.39343 -1.52695 1.58802
H 2.78169 -1.76312 0.62107
H 1.65277 0.96420 1.22923
H 2.86805 0.43080 -0.07320
H 1.28215 -0.63927 -1.39179
H -0.68552 0.21854 -0.89684
H -0.81336 -2.50946 -0.02656
H -2.06784 -1.69344 -1.06710
H -0.42484 -2.08256 -1.48298
*
```